Record 1
{"formula": "C49H41AgBrI2NO2P2STe", "method": "ωB97M-V/def2-TZVPD", "homo_energy_ev": -2.39, "e_above_lowest_kj_mol": 63.1, "multiplicity": 1, "lumo_ev": 3.64, "charge": -2, "species": ["Ag", "C", "N", "C", "P", "C", "C", "C", "C", "C", "C", "C", "C", "C", "C", "C", "C", "C", "C", "C", "C", "C", "C", "P", "C", "C", "C", "C", "C", "C", "C", "C", "C", "C", "C", "C", "H", "H", "H", "H", "H", "H", "H", "H", "H", "H", "H", "H", "H", "H", "H", "H", "H", "H", "H", "H", "H", "H", "H", "H", "H", "H", "H", "H", "H", "Br", "C", "C", "C", "C", "C", "C", "C", "O", "O", "H", "H", "H", "H", "Te", "C", "C", "C", "C", "S", "H", "H", "H", "I", "I", "C", "C", "C", "C", "C", "C", "H", "H", "H", "H", "H"], "xyz": [[1.76765, -0.44071, 0.62979], [-2.47773, -1.67295, 0.51651], [-2.89191, -0.29388, 0.78570], [-2.46593, 0.72901, -0.17640], [-0.73972, 1.41458, 0.14248], [-1.02751, 2.37463, 1.69950], [-1.99016, 3.37884, 1.82377], [-2.15311, 4.05617, 3.02129], [-1.34465, 3.75079, 4.11368], [-0.35622, 2.78836, 3.98883], [-0.19627, 2.10927, 2.78349], [-0.84624, 2.88307, -0.97177], [-1.66645, 2.96500, -2.09650], [-1.68622, 4.11204, -2.88110], [-0.86110, 5.18311, -2.57507], [-0.00614, 5.09702, -1.48309], [-0.00057, 3.96107, -0.69144], [-4.12196, -0.15217, 1.42769], [-4.95504, -1.25253, 1.68963], [-6.18649, -1.08640, 2.31286], [-6.63132, 0.16734, 2.70068], [-5.79769, 1.25912, 2.47981], [-4.56841, 1.10527, 1.86569], [-0.72630, -1.92863, -0.08604], [-0.44183, -3.62039, 0.60788], [-0.82539, -3.96702, 1.90532], [-0.52983, -5.22146, 2.42115], [0.17409, -6.14554, 1.66172], [0.60421, -5.79552, 0.39004], [0.30171, -4.54494, -0.12952], [-1.00016, -2.36294, -1.85975], [-2.21216, -2.69403, -2.47076], [-2.25993, -3.02230, -3.81857], [-1.10015, -3.03132, -4.58319], [0.11120, -2.71018, -3.99089], [0.15241, -2.36878, -2.64576], [-3.16068, -2.13987, -0.20061], [-2.55949, -2.22183, 1.44841], [-3.18525, 1.54473, -0.21049], [-2.43450, 0.27589, -1.17704], [-2.60219, 3.65469, 0.97010], [-2.91083, 4.82752, 3.10886], [-1.48741, 4.27058, 5.05422], [0.29329, 2.55055, 4.82337], [0.58197, 1.36611, 2.67560], [-2.29758, 2.13127, -2.38049], [-2.34000, 4.16034, -3.74500], [-0.88045, 6.07739, -3.18661], [0.66853, 5.91362, -1.25479], [0.67595, 3.89749, 0.15305], [-4.66202, -2.24920, 1.39194], [-6.80799, -1.95919, 2.48230], [-7.59722, 0.29115, 3.17655], [-6.10729, 2.24912, 2.79688], [-3.92823, 1.96522, 1.74884], [-1.33840, -3.25678, 2.54200], [-0.83859, -5.46805, 3.43049], [0.40728, -7.12113, 2.07348], [1.18656, -6.47938, -0.21812], [0.67401, -4.30273, -1.11794], [-3.13771, -2.71840, -1.91126], [-3.21092, -3.29061, -4.26527], [-1.14197, -3.29958, -5.63299], [1.03312, -2.73882, -4.55954], [1.10899, -2.12839, -2.19130], [-0.32931, 2.15225, -7.49872], [0.48082, 2.13845, -5.76840], [0.33386, 1.02335, -4.96382], [0.90749, 1.03876, -3.69743], [1.61888, 2.14124, -3.25084], [1.76417, 3.24028, -4.08714], [1.18694, 3.25245, -5.35156], [2.27795, 2.15134, -1.87639], [2.90241, 3.17098, -1.56027], [2.15945, 1.07812, -1.17205], [-0.21739, 0.15808, -5.30558], [0.79166, 0.19316, -3.03875], [2.32699, 4.09044, -3.72090], [1.28286, 4.11459, -6.00082], [4.69613, 0.56440, -0.22003], [6.71895, -0.08358, -0.01971], [7.55139, -0.64269, -0.94852], [8.92268, -0.66766, -0.55628], [9.13166, -0.11402, 0.66964], [7.64529, 0.42049, 1.34842], [7.19117, -1.02285, -1.89658], [9.71669, -1.06607, -1.17780], [10.05708, 0.00640, 1.21598], [4.01892, -1.77284, -1.32583], [3.45338, -4.72881, -2.84347], [1.63296, -1.14678, 5.60645], [2.84766, -1.03455, 4.93730], [2.87727, -0.91927, 3.54823], [1.71988, -0.91551, 2.75674], [0.52073, -1.06030, 3.47192], [0.46057, -1.16623, 4.85856], [1.60112, -1.22042, 6.68904], [3.77796, -1.04442, 5.49856], [3.84870, -0.82641, 3.06993], [-0.42203, -1.06873, 2.91937], [-0.50059, -1.25838, 5.35841]], "forces_ev_per_a": [[-0.224, 0.014, 0.318], [0.033, 0.350, -0.134], [0.220, -0.097, 0.012], [0.181, -0.230, 0.173], [-0.315, 0.578, 0.112], [0.001, -0.096, 0.063], [0.032, 0.076, 0.068], [-0.031, 0.001, 0.004], [0.009, -0.040, -0.043], [-0.027, -0.010, -0.008], [-0.091, 0.026, -0.070], [0.137, -0.019, -0.153], [-0.013, -0.042, 0.036], [0.014, 0.004, -0.079], [-0.045, -0.029, 0.060], [-0.028, -0.002, 0.003], [-0.048, -0.052, -0.019], [-0.009, -0.012, 0.012], [-0.051, -0.038, -0.005], [0.030, 0.071, -0.002], [0.011, -0.038, 0.036], [-0.015, -0.044, -0.049], [-0.057, 0.031, -0.063], [-0.156, -0.395, -0.006], [0.001, -0.034, -0.031], [0.012, -0.010, -0.057], [0.014, 0.009, -0.007], [0.021, 0.020, 0.027], [-0.005, 0.008, -0.053], [-0.038, 0.039, -0.004], [0.018, 0.136, -0.082], [0.061, -0.023, -0.017], [-0.020, -0.001, 0.043], [0.005, -0.001, 0.010], [0.027, -0.008, -0.058], [0.038, 0.038, 0.039], [-0.042, -0.075, 0.125], [0.005, -0.055, 0.026], [-0.115, -0.040, 0.027], [-0.042, 0.056, -0.010], [0.015, -0.040, 0.002], [0.016, -0.018, -0.019], [0.028, 0.012, -0.020], [-0.020, -0.002, -0.031], [0.033, -0.052, 0.058], [-0.004, 0.029, 0.009], [0.029, -0.027, 0.016], [0.036, -0.023, -0.022], [0.002, -0.046, 0.011], [0.026, 0.029, -0.055], [-0.025, 0.058, 0.016], [0.031, 0.024, -0.003], [0.052, -0.002, -0.011], [0.040, -0.024, 0.000], [0.000, -0.002, -0.015], [0.034, -0.024, 0.006], [0.004, 0.015, -0.011], [0.002, 0.024, -0.028], [-0.004, 0.048, 0.067], [0.008, -0.029, 0.019], [0.013, -0.004, -0.022], [0.019, 0.034, -0.013], [0.012, 0.014, 0.039], [-0.013, -0.013, 0.067], [0.020, 0.029, -0.053], [0.007, -0.004, -0.003], [-0.045, -0.005, 0.004], [-0.004, -0.016, 0.123], [-0.160, 0.034, -0.159], [0.138, -0.107, 0.115], [-0.108, 0.095, -0.083], [0.090, 0.068, 0.092], [0.304, -0.442, 0.696], [-0.176, -0.176, 0.018], [-0.141, 0.737, -0.778], [-0.023, -0.020, -0.015], [0.069, -0.130, 0.082], [-0.017, -0.054, -0.005], [0.003, -0.052, 0.028], [0.461, 0.469, 0.044], [0.323, 0.336, 0.190], [0.047, -0.076, -0.042], [-0.044, -0.036, -0.082], [-0.119, 0.095, 0.137], [-0.025, -0.119, -0.073], [0.009, 0.018, 0.052], [-0.064, -0.012, 0.069], [-0.058, -0.051, -0.104], [-0.183, -0.502, -0.181], [-0.139, -0.176, -0.096], [0.030, -0.004, -0.095], [-0.100, -0.057, -0.010], [0.099, -0.042, 0.050], [-0.037, 0.122, -0.100], [-0.033, -0.063, -0.140], [0.034, -0.032, 0.027], [-0.002, -0.016, -0.032], [-0.024, 0.046, -0.013], [-0.017, 0.034, -0.022], [0.027, 0.056, 0.087], [0.024, 0.005, -0.031]]}

***

Record 2
{"formula": "C49H41BrCl2N2O8PW", "method": "ωB97M-V/def2-TZVPD", "homo_energy_ev": -10.84, "e_above_lowest_kj_mol": 0.0, "multiplicity": 1, "lumo_ev": -4.96, "charge": 1, "species": ["W", "O", "C", "O", "C", "C", "C", "C", "C", "C", "P", "C", "C", "C", "C", "C", "C", "C", "C", "C", "C", "C", "C", "H", "H", "H", "H", "H", "H", "H", "H", "H", "H", "H", "H", "H", "H", "C", "C", "C", "C", "C", "C", "C", "Br", "C", "O", "C", "C", "C", "C", "C", "C", "H", "H", "H", "H", "H", "H", "H", "H", "H", "H", "H", "H", "H", "H", "H", "H", "H", "H", "H", "H", "Cl", "C", "C", "C", "Cl", "C", "C", "C", "C", "N", "C", "C", "O", "H", "H", "H", "H", "O", "C", "O", "C", "C", "C", "N", "C", "C", "C", "O", "O", "H", "H", "H"], "xyz": [[0.05802, 0.34302, 0.85741], [-1.53898, 1.58575, 3.93846], [-0.62700, 1.96358, 3.26795], [-0.62784, 1.78154, 1.90510], [0.54573, 2.71094, 3.78970], [0.34103, 3.45971, 4.94547], [1.35753, 4.25159, 5.44894], [2.58428, 4.29647, 4.80082], [2.79948, 3.53577, 3.66330], [1.79012, 2.72589, 3.15004], [2.20195, 1.70413, 1.69399], [2.78799, 2.95057, 0.52537], [4.09342, 3.01553, 0.04976], [4.45741, 4.03126, -0.82617], [3.52846, 4.97886, -1.22011], [2.22654, 4.92709, -0.73327], [1.85664, 3.91944, 0.13606], [3.60352, 0.68014, 2.18086], [4.33228, 0.02827, 1.18253], [5.41351, -0.77126, 1.51388], [5.77034, -0.93171, 2.84595], [5.04342, -0.29639, 3.84326], [3.96005, 0.50548, 3.51654], [-0.62992, 3.42229, 5.42054], [1.19018, 4.84267, 6.33907], [3.37768, 4.92474, 5.18334], [3.76339, 3.56603, 3.16933], [4.83399, 2.29468, 0.36341], [5.47332, 4.07851, -1.19494], [3.81735, 5.76468, -1.90545], [1.50028, 5.66820, -1.03880], [0.83997, 3.87771, 0.50874], [4.07194, 0.14802, 0.13835], [5.96596, -1.26775, 0.72635], [6.61763, -1.55218, 3.10690], [5.31849, -0.42372, 4.88230], [3.39908, 0.98940, 4.30461], [-4.91391, -1.05570, -5.66416], [-4.77226, 0.23996, -4.86544], [-4.22118, 1.32939, -5.79652], [-6.15932, 0.65367, -4.35396], [-3.82876, 0.08103, -3.67615], [-3.57735, 1.17022, -2.84244], [-2.69866, 1.04283, -1.79460], [-2.46880, 2.54928, -0.66981], [-2.03442, -0.16442, -1.51463], [-1.11975, -0.18584, -0.50145], [-2.32676, -1.29362, -2.28376], [-3.20404, -1.11094, -3.35862], [-1.78106, -2.72112, -2.09503], [-0.92146, -2.93208, -0.85048], [-0.91712, -3.07497, -3.31602], [-2.96371, -3.69895, -1.98932], [-5.58963, -0.88766, -6.50342], [-5.33592, -1.86061, -5.05842], [-3.95673, -1.38647, -6.07209], [-4.88294, 1.45379, -6.65524], [-3.22927, 1.06049, -6.16408], [-4.14480, 2.29336, -5.29174], [-6.84178, 0.78518, -5.19541], [-6.12507, 1.59426, -3.80264], [-6.57350, -0.11223, -3.69519], [-4.05468, 2.12603, -3.00671], [-3.39922, -1.96947, -3.98263], [0.00099, -2.36242, -0.90980], [-0.64944, -3.98756, -0.79571], [-1.45252, -2.67679, 0.06937], [-0.07142, -2.38810, -3.39860], [-1.48453, -3.02092, -4.24525], [-0.52529, -4.08904, -3.21692], [-3.58488, -3.45707, -1.12401], [-2.58505, -4.71487, -1.86491], [-3.60204, -3.69207, -2.87100], [2.22692, -2.36371, 4.43069], [0.53451, -2.27072, 4.16024], [-0.35644, -3.03347, 4.95409], [-1.70504, -2.97127, 4.75346], [-2.76333, -3.89942, 5.74610], [-2.25128, -2.15215, 3.72405], [-3.61252, -1.98545, 3.40802], [-3.96428, -1.15213, 2.37476], [-2.97208, -0.49900, 1.63429], [-1.68930, -0.64970, 1.90914], [-1.33793, -1.43602, 2.94914], [0.03724, -1.46168, 3.18005], [0.76550, -0.65267, 2.37115], [0.04855, -3.66573, 5.73135], [-4.36683, -2.50747, 3.98095], [-5.00013, -0.99308, 2.11385], [-3.22856, 0.15473, 0.81173], [4.75362, -3.63075, -3.22458], [4.48427, -2.79960, -2.41929], [5.10025, -1.90810, -1.68471], [3.41935, -2.15418, -1.65371], [2.96307, -2.65879, -0.37783], [2.11445, -1.94498, 0.37858], [1.53244, -0.76669, -0.04618], [1.86149, -0.34281, -1.32787], [2.71420, -0.98185, -2.14014], [1.21982, 0.95787, -1.70172], [1.26890, 1.47441, -2.77157], [0.61482, 1.48854, -0.61777], [3.35115, -3.59575, -0.00386], [1.82614, -2.29253, 1.35663], [2.91014, -0.57141, -3.12186]], "forces_ev_per_a": [[0.078, -0.104, -0.260], [-0.130, -0.096, -0.135], [0.060, 0.147, 0.107], [-0.032, 0.138, 0.008], [0.130, -0.013, -0.150], [-0.011, -0.018, -0.016], [-0.020, -0.003, 0.008], [0.010, 0.017, 0.016], [0.021, -0.008, -0.017], [-0.108, -0.123, 0.001], [-0.025, 0.056, 0.096], [-0.035, 0.049, -0.020], [-0.027, 0.016, -0.012], [0.020, -0.010, 0.031], [-0.010, 0.013, -0.017], [0.016, -0.006, 0.013], [0.039, -0.013, -0.027], [0.040, 0.012, -0.031], [0.030, -0.014, 0.059], [0.006, -0.018, -0.014], [-0.014, 0.024, 0.022], [0.000, -0.007, 0.002], [0.012, -0.028, -0.020], [0.012, 0.011, 0.012], [0.002, 0.000, -0.003], [0.001, -0.007, -0.004], [0.002, 0.006, 0.014], [0.019, -0.002, -0.004], [-0.005, -0.004, 0.003], [-0.007, -0.005, -0.001], [0.007, -0.001, 0.005], [-0.011, 0.004, -0.009], [0.002, -0.009, -0.023], [-0.019, 0.009, 0.003], [-0.001, 0.001, -0.001], [0.003, 0.001, -0.005], [-0.005, 0.006, 0.006], [-0.015, 0.015, 0.013], [0.015, 0.015, 0.008], [0.007, -0.008, 0.007], [0.000, -0.020, -0.008], [0.006, 0.045, 0.020], [0.020, -0.115, -0.070], [0.074, 0.060, 0.141], [0.015, -0.020, 0.012], [0.053, 0.181, -0.296], [-0.322, -0.251, 0.579], [0.067, -0.091, 0.037], [-0.049, -0.026, -0.023], [0.017, 0.029, -0.051], [0.018, -0.010, -0.028], [-0.004, 0.022, 0.003], [-0.001, 0.030, 0.006], [0.004, -0.003, 0.001], [0.007, -0.002, -0.012], [-0.005, -0.006, 0.000], [0.003, 0.003, 0.002], [-0.006, 0.007, -0.003], [-0.001, -0.002, -0.004], [0.001, 0.001, 0.008], [-0.001, 0.000, -0.007], [-0.005, 0.009, -0.001], [-0.008, -0.006, -0.003], [-0.004, -0.004, 0.019], [-0.026, -0.034, 0.014], [0.000, -0.004, 0.008], [-0.011, 0.003, 0.006], [0.001, -0.013, -0.006], [0.011, -0.014, 0.010], [-0.005, 0.000, 0.001], [-0.010, -0.011, 0.009], [0.002, 0.006, 0.006], [0.010, 0.004, -0.012], [-0.055, -0.019, 0.008], [0.123, 0.017, 0.042], [0.006, 0.013, -0.001], [0.000, 0.008, -0.009], [0.009, 0.021, -0.021], [-0.098, -0.087, 0.077], [0.008, 0.014, -0.019], [0.026, -0.017, -0.001], [-0.030, -0.002, -0.018], [-0.019, 0.037, 0.083], [-0.093, 0.021, -0.001], [0.161, 0.074, -0.032], [-0.155, -0.160, 0.021], [0.010, 0.004, -0.003], [0.005, -0.006, 0.003], [0.001, 0.003, 0.000], [-0.001, 0.013, 0.002], [0.056, 0.014, 0.010], [-0.055, 0.143, 0.124], [0.152, -0.089, -0.121], [-0.244, 0.003, -0.034], [0.066, -0.037, -0.040], [0.008, 0.021, 0.009], [-0.003, 0.076, -0.254], [-0.005, 0.038, 0.163], [0.112, -0.068, -0.046], [0.095, -0.151, 0.060], [-0.044, 0.145, -0.039], [0.068, 0.190, -0.009], [-0.007, 0.006, 0.003], [-0.010, -0.012, 0.016], [0.002, -0.024, 0.002]]}

***

Among the records above, which one has the highest charge?
C49H41BrCl2N2O8PW